Record 1
Below is H12NaO6 as an isolated structure, with properties calculated with ωB97M-V/def2-TZVPD.

```
19
Properties=species:S:1:pos:R:3:forces:R:3
Na -0.140 -0.087 0.772 -0.098 -0.187 -0.030
O -0.419 0.205 4.106 0.021 -0.019 -0.544
H -1.195 0.460 4.604 -0.257 0.073 0.108
H 0.247 0.029 4.771 0.252 -0.068 0.146
O -0.785 -3.314 0.736 0.101 0.605 0.137
H 0.016 -3.698 0.380 0.269 -0.223 -0.049
H -1.485 -3.662 0.184 -0.258 -0.111 -0.107
O 3.153 1.363 0.997 -0.437 -0.325 0.092
H 3.650 2.176 1.088 0.135 0.251 0.121
H 3.119 1.208 0.053 0.149 0.003 -0.286
O -2.974 -0.394 -1.011 0.455 0.016 0.248
H -3.124 0.112 -1.809 -0.028 0.206 -0.211
H -3.713 -1.002 -0.971 -0.219 -0.179 0.094
O 0.027 2.932 -1.759 0.042 -0.362 0.249
H -0.186 3.842 -1.552 -0.045 0.279 0.103
H -0.010 2.889 -2.715 0.004 -0.020 -0.269
O 1.249 -1.065 -2.238 -0.142 0.106 0.504
H 0.665 -1.421 -2.907 -0.187 -0.155 -0.174
H 1.906 -0.572 -2.730 0.244 0.110 -0.132
```
Forces are in eV/Å.

Computed properties:
**Electronic energy**: -16891.6451 eV
**Frontier orbital gap**: 11.268 eV
**Maximum force**: 0.6 eV/A
**Energy relative to the best compared isomer or geometry (same formula, charge and spin)**: 162.4 kJ/mol
**Charge**: +1
**Spin multiplicity**: 1
**M**: 131.08 g/mol

=====

Record 2
Below is C57H62FN7O4RhTe as an isolated structure, with properties calculated with ωB97M-V/def2-TZVPD.

```
133
Properties=species:S:1:pos:R:3:forces:R:3
Rh 0.508 -0.558 -0.201 0.184 0.142 0.138
C 1.628 -4.089 -2.711 0.003 0.011 -0.015
C 1.148 -3.646 -3.960 -0.015 0.018 -0.003
C 0.766 -2.344 -4.120 0.019 0.003 0.001
C 0.860 -1.440 -3.029 -0.103 0.160 -0.112
N 1.256 -1.910 -1.810 -0.020 0.001 0.068
C 1.643 -3.181 -1.680 0.053 -0.022 0.075
C 0.589 -0.045 -3.113 0.042 -0.169 -0.121
C 0.247 0.632 -4.311 -0.010 0.093 0.019
C 0.197 1.994 -4.337 -0.035 -0.180 -0.025
C 0.493 2.742 -3.169 0.135 -0.057 0.137
C 0.791 2.034 -2.029 -0.316 0.260 0.072
N 0.753 0.690 -1.946 -0.029 -0.148 -0.099
H 1.982 -5.098 -2.559 0.006 -0.017 0.005
H 1.097 -4.327 -4.799 0.001 -0.014 -0.025
H 0.409 -1.997 -5.077 0.011 0.003 -0.043
H 1.982 -3.462 -0.688 0.008 -0.014 -0.002
H 0.056 0.066 -5.210 0.005 -0.008 -0.039
H -0.046 2.513 -5.253 -0.004 0.002 -0.021
H 0.564 3.815 -3.176 -0.025 0.082 0.015
H 1.218 2.004 -0.051 0.011 -0.099 0.103
F -2.589 -5.456 -3.325 -0.016 -0.026 -0.044
C -2.044 -5.570 -2.097 0.096 -0.015 0.070
C -1.730 -4.431 -1.419 0.011 -0.146 0.084
C -1.115 -4.498 -0.164 -0.041 0.000 -0.078
C -0.671 -3.250 0.447 -0.007 0.234 -0.087
O -1.014 -2.156 -0.070 -0.029 -0.206 0.158
C 0.149 -3.390 1.601 -0.083 -0.029 -0.055
C 0.270 -4.627 2.159 -0.022 -0.004 0.004
N -0.206 -5.786 1.647 -0.064 0.129 -0.020
C -0.049 -6.949 2.512 0.056 -0.028 0.031
C 0.451 -8.287 2.075 -0.010 -0.022 0.054
C -0.972 -8.121 2.570 0.007 0.008 -0.012
C -0.841 -5.749 0.408 0.038 -0.018 -0.075
C -1.180 -6.904 -0.314 -0.084 0.086 -0.024
C -1.766 -6.844 -1.570 -0.070 0.072 0.052
N -2.066 -8.055 -2.241 0.101 -0.030 0.076
C -1.030 -9.074 -2.324 0.108 -0.020 -0.003
C -1.678 -10.435 -2.061 -0.040 -0.047 -0.011
N -3.103 -10.368 -2.561 -0.029 -0.012 0.060
C -3.180 -9.540 -3.809 -0.037 -0.063 -0.019
C -2.911 -8.078 -3.431 -0.088 0.092 -0.051
C 0.850 -2.247 2.315 -0.022 -0.086 0.063
O 0.929 -2.294 3.535 0.010 -0.063 -0.028
O 1.352 -1.330 1.574 -0.013 0.084 -0.033
H -1.902 -3.465 -1.871 -0.007 0.043 -0.009
H 0.786 -4.705 3.106 0.004 0.023 0.025
H 0.312 -6.610 3.471 0.013 -0.047 -0.018
H 1.163 -8.776 2.723 0.017 -0.013 0.002
H 0.631 -8.456 1.024 -0.003 -0.004 -0.015
H -1.213 -8.491 3.555 0.000 -0.006 0.015
H -1.789 -8.184 1.869 -0.012 -0.006 -0.009
H -0.989 -7.875 0.103 -0.018 -0.033 -0.027
H -0.250 -8.905 -1.588 -0.025 0.021 -0.008
H -0.541 -9.057 -3.305 -0.009 -0.021 0.005
H -1.731 -10.673 -1.000 0.035 0.009 -0.008
H -1.184 -11.247 -2.591 0.020 0.018 0.007
H -3.674 -9.923 -1.841 0.008 0.001 -0.023
H -3.475 -11.305 -2.715 0.015 0.009 -0.001
H -4.163 -9.668 -4.256 0.024 0.018 0.008
H -2.432 -9.950 -4.486 -0.029 0.046 -0.016
H -3.852 -7.577 -3.207 0.029 0.025 -0.019
H -2.466 -7.582 -4.299 0.002 -0.028 0.025
C -4.818 8.279 -2.864 -0.016 0.045 -0.008
C -4.138 7.048 -2.345 0.042 -0.038 0.021
C -2.814 7.073 -1.939 -0.054 -0.059 -0.034
C -2.168 5.936 -1.458 -0.129 0.075 -0.017
C -0.742 6.076 -1.015 -0.036 0.027 0.062
C -2.906 4.751 -1.388 0.022 0.147 0.032
Te -1.979 3.049 -0.630 -0.128 -0.184 -0.077
N 1.081 2.663 -0.800 0.627 0.036 -0.191
C 1.854 3.821 -0.671 -0.127 -0.052 0.000
O 1.750 4.754 -1.434 0.370 -0.163 -0.049
C 2.758 3.832 0.517 -0.023 -0.039 0.021
C 3.044 5.057 1.114 -0.005 -0.058 -0.019
C 3.910 5.111 2.192 0.007 0.011 0.006
C 4.513 3.950 2.660 0.004 0.027 0.024
C 4.248 2.731 2.055 -0.068 -0.023 -0.032
C 3.364 2.668 0.988 -0.037 0.036 0.018
C -3.287 2.635 0.945 0.054 0.045 0.020
C -3.741 1.322 1.110 -0.029 0.067 0.066
C -3.437 0.201 0.160 0.040 -0.082 -0.085
C -4.545 1.042 2.212 0.052 0.031 -0.038
C -4.884 2.016 3.138 0.009 -0.009 -0.005
C -5.752 1.698 4.319 -0.027 -0.019 0.035
C -4.395 3.308 2.954 0.027 0.015 -0.016
C -3.594 3.645 1.875 -0.104 -0.103 0.075
C -3.087 5.054 1.768 0.053 0.133 0.049
C -4.248 4.682 -1.797 0.027 0.091 -0.053
C -5.053 3.414 -1.745 -0.064 -0.081 -0.030
C -4.835 5.840 -2.273 0.031 -0.029 0.016
H -4.157 9.143 -2.831 0.002 0.008 -0.002
H -5.708 8.505 -2.276 -0.009 0.005 -0.001
H -5.138 8.134 -3.896 -0.004 -0.001 -0.009
H -2.259 8.002 -1.993 0.019 0.019 -0.002
H -0.671 6.792 -0.194 -0.024 0.035 0.039
H -0.124 6.456 -1.829 0.011 -0.051 0.038
H -0.273 5.149 -0.675 -0.249 0.142 -0.095
H 2.589 5.954 0.718 -0.011 0.027 -0.020
H 4.128 6.061 2.661 0.008 0.023 0.012
H 5.201 4.000 3.493 0.016 -0.004 0.020
H 4.730 1.830 2.407 0.021 -0.014 0.005
H 3.189 1.714 0.501 0.020 0.020 0.021
H -2.680 0.446 -0.588 -0.019 -0.003 0.019
H -4.342 -0.090 -0.380 0.004 -0.006 -0.014
H -3.071 -0.673 0.698 -0.013 -0.014 0.005
H -4.909 0.030 2.348 -0.007 -0.037 0.000
H -5.915 0.627 4.417 -0.005 -0.006 0.002
H -6.726 2.180 4.218 -0.011 0.007 0.000
H -5.304 2.065 5.242 0.000 0.006 0.005
H -4.634 4.072 3.684 -0.006 0.017 0.018
H -3.183 5.557 2.728 -0.016 0.014 -0.005
H -3.649 5.626 1.028 -0.004 0.020 0.008
H -2.032 5.100 1.485 0.004 -0.026 -0.012
H -4.470 2.539 -2.046 0.010 0.010 -0.005
H -5.900 3.484 -2.424 -0.021 -0.016 0.012
H -5.438 3.226 -0.742 -0.004 -0.001 0.032
H -5.865 5.805 -2.608 -0.022 -0.003 -0.006
C 1.337 1.058 4.307 0.047 0.007 0.026
C -0.108 1.393 3.928 -0.116 0.013 -0.064
C -0.426 2.871 4.187 0.014 0.025 0.057
C -1.094 0.479 4.666 0.019 0.005 0.044
C -0.280 1.165 2.488 0.008 0.034 -0.280
N -0.427 1.022 1.354 0.065 -0.064 0.209
H 1.439 1.191 5.384 0.026 0.003 0.020
H 2.037 1.727 3.807 0.023 0.022 -0.026
H 1.575 0.027 4.052 0.013 -0.043 0.008
H -0.284 3.074 5.249 -0.003 0.005 0.010
H -1.458 3.103 3.926 -0.045 0.014 -0.020
H 0.243 3.524 3.624 0.017 0.005 -0.014
H -1.031 0.699 5.732 0.007 -0.017 0.026
H -0.836 -0.568 4.511 0.007 -0.033 -0.005
H -2.118 0.659 4.338 -0.050 0.010 -0.023
```
Forces are in eV/Å.

Computed properties:
**Electronic energy**: -91740.1364 eV
**Frontier orbital gap (alpha / beta)**: 4.012 / 5.097 eV
**Maximum force**: 0.7 eV/A
**Energy relative to the best compared isomer or geometry (same formula, charge and spin)**: 18.6 kJ/mol
**Charge**: +2
**Spin multiplicity**: 6
**M**: 1158.67 g/mol

=====

Record 3
Below is a 10-piece molecular cluster, H12O6 overall at a distorted geometry, with properties calculated with ωB97M-V/def2-TZVPD.

```
18
Properties=species:S:1:pos:R:3:forces:R:3
H 0.446 -0.713 -1.382 0.025 2.354 -0.204
H 0.352 1.021 -2.386 1.392 -3.556 4.559
H 2.227 -1.231 0.579 -3.683 3.536 3.788
H 1.258 0.502 1.506 0.083 -1.556 -0.701
H -0.148 -0.786 1.072 -1.816 -1.033 -1.684
H -1.870 -0.647 1.606 3.272 -2.161 -4.659
H -0.214 1.711 -0.566 -0.817 -1.065 -0.612
H -1.612 0.803 -0.016 3.798 3.973 0.051
H -0.867 -2.279 -1.026 0.137 0.008 1.500
H -1.871 -2.336 -2.202 5.245 0.931 0.698
H 0.213 1.998 0.846 -0.801 0.332 -1.134
H 2.117 1.870 1.386 -5.958 0.445 0.663
O 0.706 0.256 -1.162 -0.798 1.205 -5.307
O 1.364 -0.554 1.504 2.865 -3.050 -2.923
O -1.108 -1.072 0.551 -1.481 3.062 6.510
O -0.971 1.815 0.026 -4.422 -2.703 -0.829
O -0.747 -2.168 -1.959 -5.325 -1.047 -2.168
O 0.727 1.809 1.621 8.286 0.327 2.452
```
Forces are in eV/Å.

Computed properties:
**Electronic energy**: -12468.0824 eV
**Frontier orbital gap**: 9.791 eV
**Maximum force**: 8.6 eV/A
**Energy relative to the best compared isomer or geometry (same formula, charge and spin)**: 1257.3 kJ/mol
**Charge**: 0
**Spin multiplicity**: 1
**M**: 108.09 g/mol

=====

Record 4
Below is C18H51CrCuO15 as an isolated structure at a distorted geometry, with properties calculated with ωB97M-V/def2-TZVPD.

```
86
Properties=species:S:1:pos:R:3:forces:R:3
Cr -15.914 0.347 -18.833 -1.757 0.123 -1.640
Cu -18.789 -0.305 -20.383 1.906 -0.824 0.495
C -15.365 -3.407 -17.621 -0.268 -0.271 -0.210
C -14.155 -2.458 -17.769 0.684 0.219 1.217
O -14.515 -1.263 -18.323 -0.341 -0.439 -0.376
H -15.013 -4.312 -17.126 0.240 0.000 -0.149
H -15.697 -3.645 -18.629 -0.255 -0.054 0.090
H -16.191 -3.036 -17.018 0.077 0.467 -0.201
H -13.401 -3.025 -18.322 -0.128 0.286 -0.665
H -13.700 -2.259 -16.789 -0.200 -0.184 0.228
C -16.223 -0.178 -23.380 0.828 2.041 -0.254
C -15.748 -0.256 -21.930 0.473 -1.493 -0.708
O -16.700 0.026 -20.963 0.121 0.565 1.840
H -17.232 -0.513 -23.598 0.043 -0.293 0.143
H -15.475 -0.547 -24.087 -0.199 -0.813 0.246
H -16.124 0.888 -23.643 -0.828 -0.017 0.009
H -14.847 0.379 -21.861 -0.204 0.191 0.147
H -15.340 -1.285 -21.819 -0.183 0.054 0.362
C -17.905 -0.392 -16.005 -0.346 -0.347 0.885
C -18.660 -0.514 -17.316 0.655 -0.598 0.833
O -17.804 -0.630 -18.417 -0.396 1.019 -0.694
H -17.263 -1.268 -15.852 0.235 0.144 -0.287
H -18.607 -0.497 -15.168 -0.003 0.202 -0.149
H -17.330 0.515 -15.817 0.068 0.011 -0.348
H -19.398 0.302 -17.361 0.058 0.103 -0.356
H -19.228 -1.448 -17.186 -0.308 0.087 -0.344
C -20.387 -0.469 -12.792 -0.365 -1.126 1.238
C -21.484 -0.508 -13.820 -0.432 1.159 -0.957
O -22.629 0.284 -13.436 0.486 -0.603 0.313
O -19.371 -1.384 -13.233 0.019 0.114 -0.698
H -20.752 -0.917 -11.857 -0.308 0.567 0.012
H -20.030 0.542 -12.588 0.139 -0.158 -0.166
H -21.799 -1.525 -14.059 0.219 -0.101 0.137
H -21.127 -0.006 -14.731 0.355 -0.543 -0.140
H -23.337 -0.061 -13.988 -0.226 0.238 0.179
H -18.679 -1.466 -12.573 -0.044 0.191 0.149
C -19.780 3.260 -13.034 2.837 0.525 -0.245
C -18.884 2.865 -14.218 -0.215 -0.678 -0.150
O -17.511 3.198 -14.013 -0.310 0.596 0.136
O -19.280 2.557 -11.900 -1.099 -0.803 0.100
H -20.827 3.098 -13.262 -0.167 -0.112 0.421
H -19.506 4.310 -12.868 -0.944 0.279 -0.094
H -19.250 3.286 -15.162 -0.083 0.126 0.055
H -18.866 1.779 -14.312 -0.228 -0.066 -0.070
H -17.503 4.102 -13.669 0.238 -0.101 -0.104
H -18.674 3.074 -11.373 0.019 0.323 -0.115
C -17.186 2.894 -18.041 -1.616 0.469 -0.421
C -15.996 2.944 -17.153 0.962 0.079 -1.344
O -15.470 1.595 -17.138 -0.120 0.415 0.515
O -16.821 2.234 -19.280 0.275 0.249 0.873
H -17.573 3.879 -18.317 0.402 0.190 0.293
H -18.050 2.383 -17.599 0.322 -0.328 0.149
H -16.159 3.363 -16.163 -0.347 -0.383 0.091
H -15.243 3.550 -17.676 -0.056 0.101 0.246
H -14.713 1.602 -16.515 0.138 -0.790 -0.283
H -17.572 2.317 -19.878 0.263 -0.406 -0.313
C -13.931 0.415 -13.781 0.626 -1.734 1.311
C -12.835 0.189 -14.783 0.110 0.933 -1.854
O -13.257 0.607 -16.134 0.050 -0.533 0.651
O -15.166 -0.244 -14.042 -0.173 0.684 -0.643
H -14.059 1.468 -13.541 -0.445 0.008 -0.281
H -13.571 -0.103 -12.876 0.303 0.670 0.173
H -12.466 -0.839 -14.862 -0.257 0.002 0.285
H -11.968 0.836 -14.634 -0.122 -0.177 0.637
H -13.597 -0.184 -16.566 -0.061 0.190 -0.194
H -15.027 -1.006 -14.613 0.065 0.036 0.074
C -18.702 -3.763 -19.887 0.033 -0.812 0.880
C -18.966 -4.867 -20.894 -0.875 1.488 -1.476
O -17.816 -5.164 -21.678 0.282 -0.165 0.660
O -18.113 -2.634 -20.519 -0.031 -0.608 -0.166
H -18.053 -4.130 -19.077 -0.005 0.177 0.025
H -19.653 -3.481 -19.437 0.083 0.143 0.053
H -19.632 -4.328 -21.581 0.038 -0.399 -0.330
H -19.544 -5.742 -20.607 0.380 -0.124 0.686
H -17.208 -5.656 -21.110 -0.012 -0.103 -0.240
H -17.380 -3.019 -21.029 -0.205 0.526 -0.203
C -19.440 -4.562 -16.130 -0.446 -0.702 -1.177
C -19.818 -5.061 -14.760 0.537 0.780 1.561
O -20.808 -4.255 -14.111 0.001 0.195 -0.505
O -20.347 -5.019 -17.148 -0.172 0.471 0.395
H -18.472 -4.929 -16.478 0.116 -0.188 0.361
H -19.379 -3.469 -16.168 -0.062 0.069 0.377
H -18.915 -5.012 -14.137 0.102 -0.178 -0.070
H -20.207 -6.070 -14.650 0.148 -0.192 -0.781
H -20.386 -3.411 -13.902 -0.070 0.092 0.101
H -21.221 -4.750 -16.833 -0.025 -0.154 -0.236
```
Forces are in eV/Å.

Computed properties:
**Electronic energy**: -123254.1639 eV
**Frontier orbital gap (alpha / beta)**: 7.741 / 4.544 eV
**Maximum force**: 2.9 eV/A
**Energy relative to the best compared isomer or geometry (same formula, charge and spin)**: 0.0 kJ/mol
**Charge**: +1
**Spin multiplicity**: 6
**M**: 623.13 g/mol